{"formula": "C4H7N3", "method": "wB97M-V/def2-TZVPD", "symbols": ["H", "H", "H", "C", "N", "H", "C", "H", "C", "H", "H", "N", "N", "C"], "coordinates": [[1.3187, -0.1699, -1.4859], [-2.2648, -0.0812, 1.0125], [-2.6462, -0.0111, -0.5584], [-0.4650, 1.2586, -0.2746], [-2.0101, -0.4772, 0.0960], [2.3031, -1.4003, -0.3901], [1.2777, 0.3144, 0.4662], [-1.3250, 1.8622, -0.6049], [0.3080, -0.7548, 0.2180], [0.2648, -1.5922, 0.8193], [1.7517, 0.1500, 1.3937], [0.6676, 1.6453, 0.1301], [-0.7467, -0.0733, -0.2681], [1.5663, -0.6706, -0.5538]], "forces_ev_per_a": [[0.908, -0.842, -0.695], [0.232, -0.190, -0.181], [0.001, -0.619, 0.163], [-1.651, 1.017, -0.467], [-2.089, 0.153, 0.095], [0.909, -0.617, -0.284], [1.069, 1.864, 2.356], [0.726, 0.256, 0.086], [2.237, -0.967, 0.016], [-0.992, -1.293, 1.421], [1.107, 0.980, 0.899], [1.196, -1.682, 0.519], [-2.571, 0.730, -1.740], [-1.081, 1.209, -2.189]], "homo_lumo_gap_ev": 9.3551, "smiles": "NN1C=N[C@@H]2C[C@@H]21", "multiplicity": 1, "e_above_lowest_kcal_mol": 74.5, "homo_ev": -8.385}



{"formula": "C7H10BF4NSc", "method": "wB97M-V/def2-TZVPD", "symbols": ["F", "C", "H", "F", "H", "C", "C", "H", "C", "H", "H", "B", "F", "H", "H", "F", "Sc", "C", "N", "C", "H", "H", "C", "H"], "coordinates": [[1.0224, -0.6656, 4.2486], [0.9384, 1.5333, -0.4767], [-0.4679, 2.8811, 0.6175], [-0.8664, -0.8823, 2.7328], [1.8886, 1.7375, 0.0107], [0.6393, -2.2903, -0.5984], [0.7482, 0.7770, -1.6124], [-0.1198, -2.4535, -1.3920], [-1.2692, 1.6245, -1.0691], [0.0025, -2.5086, 0.3128], [-3.4368, -1.0314, 0.1933], [0.2279, -0.0612, 3.2834], [0.9317, -0.2567, 1.8901], [2.2019, -1.4216, -1.7647], [1.5317, 0.2465, -2.1426], [0.0159, 1.2876, 3.3969], [-0.5248, -0.4343, 0.1228], [-0.3036, 2.1394, -0.1564], [-3.6582, 0.1153, 0.2646], [1.8743, -1.7434, -0.7287], [2.5481, -1.7111, 0.1569], [-1.0277, 0.3554, -2.8903], [-0.6164, 0.7611, -1.9618], [-2.2803, 2.0014, -1.1658]], "forces_ev_per_a": [[-1.135, 0.614, -0.605], [0.144, 1.226, 0.581], [-0.108, -0.368, 0.020], [-0.683, 0.663, 1.848], [-0.286, -0.246, -0.019], [-3.850, -0.813, -0.319], [0.622, -1.051, -1.278], [1.213, -0.154, -0.298], [-0.128, 1.386, 0.353], [1.806, -0.569, -0.065], [-0.952, 2.771, 0.142], [0.667, -1.300, -2.864], [0.995, 0.733, 0.122], [-0.098, -0.771, 1.752], [-0.324, 0.303, 0.114], [-0.278, -0.896, 0.486], [0.073, 2.418, 1.587], [-0.445, -0.680, -0.309], [2.093, -3.477, -0.197], [0.959, 0.254, 0.118], [-0.485, 0.275, -1.012], [0.085, -0.018, 0.538], [0.048, 0.212, -0.993], [0.067, -0.511, 0.298]], "homo_lumo_gap_ev": [5.2890, 6.6686], "total_charge": -1, "multiplicity": 1, "homo_ev": [-2.451, -3.848]}



{"formula": "C4H4ClF", "method": "wB97M-V/def2-TZVPD", "symbols": ["F", "C", "Cl", "H", "C", "H", "H", "C", "H", "C"], "coordinates": [[1.1341, -1.9134, -0.0242], [0.3222, 0.0983, 1.1439], [-1.7607, -0.7504, -1.8076], [-1.9108, 0.6902, 0.7680], [0.8135, -0.6184, -0.1330], [1.6778, -0.0089, -0.6011], [0.7986, 0.3068, 1.9875], [-0.5782, -0.2404, -0.6973], [0.3671, 2.0527, -1.1967], [-0.8634, 0.3836, 0.5604]], "forces_ev_per_a": [[0.129, -0.875, -0.019], [-1.595, -1.565, -3.795], [0.665, -0.207, -0.098], [1.201, 0.596, 0.523], [1.360, 2.664, -0.703], [-1.116, -1.315, 0.348], [1.787, 0.852, 3.507], [0.036, 0.635, 1.377], [-0.106, -0.135, -0.174], [-2.361, -0.650, -0.966]], "homo_lumo_gap_ev": [7.3011, 9.7764], "multiplicity": 1, "e_above_lowest_kcal_mol": 118.7, "homo_ev": [-7.922, -10.173]}



{"formula": "C12H23N2O2P2Tl", "method": "wB97M-V/def2-TZVPD", "symbols": ["C", "C", "H", "C", "P", "P", "H", "H", "C", "C", "H", "C", "O", "H", "N", "C", "H", "H", "H", "H", "H", "H", "H", "Tl", "H", "H", "C", "H", "H", "H", "C", "H", "H", "H", "N", "C", "H", "C", "O", "C", "H", "H"], "coordinates": [[1.6838, 2.1163, -1.9684], [2.6109, 1.0697, 0.0802], [-4.0252, 1.9521, 1.2546], [-3.1091, 1.6799, 1.7920], [-2.3094, 0.3405, 0.8641], [2.3619, -0.3569, 1.1766], [-2.1454, -3.0165, -3.7926], [2.6922, 2.4420, -2.2402], [0.6019, 2.3543, -2.8071], [2.6992, -1.7076, 0.0178], [4.7975, -0.3544, 1.6540], [3.8503, -0.3449, 2.2117], [0.5668, -4.3540, 0.8192], [2.6538, -2.6550, 0.5624], [0.2308, 0.9118, -0.4844], [0.5128, 2.5219, 2.6030], [0.9278, -4.5433, -0.0812], [-4.4757, -0.5629, 0.3540], [-2.3026, -3.7159, -2.4330], [-3.3603, 1.3494, 2.8067], [-1.5453, 1.9902, -3.0499], [-2.4299, 2.5386, 1.8592], [-3.1466, -1.8034, 0.2253], [-0.0397, -0.0094, 2.3053], [3.5012, 0.8708, -0.5354], [-2.9316, 1.9137, -0.8777], [-0.8376, 1.2786, -1.1998], [3.8161, -1.2209, 2.8690], [3.6687, -1.5841, -0.4833], [-0.2947, -4.8314, 0.8082], [1.4542, 1.3360, -0.8355], [0.7303, 2.8552, -3.7651], [-2.6860, 0.1851, -1.3709], [3.8149, 0.5414, 2.8549], [0.8024, 3.6608, 2.6701], [-2.2863, 1.0214, -0.7799], [1.8959, -1.7131, -0.7222], [-0.6482, 1.8569, -2.4433], [-2.6744, -3.6923, -3.3234], [-3.5651, -0.9710, 0.8189], [2.6964, 1.9504, 0.7327], [-3.7568, -1.2999, 1.8532]], "forces_ev_per_a": [[-0.220, -0.380, -0.257], [-0.941, 0.384, 0.313], [0.168, -0.020, 0.096], [0.393, -0.119, 0.559], [-1.760, 0.479, 2.036], [1.790, -0.379, -0.833], [-0.417, -0.612, 0.220], [-0.425, -0.012, 0.241], [-0.116, -0.515, -0.289], [-1.116, -0.685, 0.241], [-0.519, 0.020, -0.214], [-0.533, 0.108, 1.146], [-0.600, -0.341, -1.276], [0.140, 0.014, -0.172], [-0.353, 0.245, 1.378], [0.025, 0.136, 0.160], [-0.336, 0.074, 1.079], [0.301, -0.126, 0.130], [-0.043, -0.137, -0.197], [-0.005, 0.132, -0.178], [0.452, 0.225, -0.101], [-0.184, -0.045, -0.030], [-0.493, 0.201, 0.253], [0.746, 2.557, -1.916], [0.029, 0.165, 0.618], [0.380, -0.444, 0.230], [0.288, 0.127, -1.541], [0.123, 0.087, -0.102], [-0.206, 0.188, 0.361], [0.927, 0.345, 0.171], [-0.154, 0.414, -0.479], [-0.014, -0.006, 0.275], [-0.040, 0.417, -0.297], [0.152, -0.085, -0.063], [-0.584, -2.432, -0.266], [1.824, -0.917, -0.698], [0.131, -0.101, -0.106], [-0.465, 0.818, -0.013], [0.485, 0.752, -0.030], [0.825, -0.515, 0.258], [0.438, -0.020, -0.234], [-0.091, 0.007, -0.475]], "homo_lumo_gap_ev": 5.8331, "total_charge": 2, "multiplicity": 1, "e_above_lowest_kcal_mol": 28.2, "homo_ev": -16.111}



{"formula": "C4H7N3O", "method": "wB97M-V/def2-TZVPD", "symbols": ["C", "N", "H", "C", "H", "H", "N", "H", "C", "N", "O", "H", "H", "C", "H"], "coordinates": [[1.4955, 1.1236, -1.6214], [-0.9408, -0.5851, 0.0280], [2.4707, 0.6225, -1.7632], [-0.0509, -0.7944, -1.0002], [-1.8306, -0.3228, -0.2327], [1.5032, 2.0751, -1.0690], [0.2682, 0.5757, -1.7165], [-0.5381, 1.2268, -1.4363], [-0.6528, -0.4310, 1.4079], [-1.6844, 1.2811, 2.9991], [0.2370, -1.3673, 1.8587], [0.4798, -1.2612, 2.7444], [0.9987, -1.1567, -0.7399], [-1.2640, 0.5083, 2.2291], [-0.4914, -1.4946, -1.6880]], "forces_ev_per_a": [[1.213, 1.647, 1.150], [0.966, -0.250, 4.092], [-1.135, -0.118, -0.062], [3.283, 0.937, -1.753], [-2.131, 0.563, -0.548], [0.462, -0.224, -0.523], [-2.977, -1.310, 0.666], [1.976, -1.107, -0.721], [0.327, -0.483, -1.696], [0.062, -0.434, -0.519], [-0.842, -0.135, -2.339], [0.443, 0.587, 2.162], [-1.733, 0.200, 0.256], [0.143, 0.176, 0.457], [-0.055, -0.047, -0.622]], "homo_lumo_gap_ev": [6.4295, 8.0925], "multiplicity": 1, "e_above_lowest_kcal_mol": 114.7, "homo_ev": [-6.648, -7.608]}



In hartree, the E values for the records above are, in order, -320.76450; -1512.62548; -714.63868; -1585.56418; -395.96555.